(1)
This record from OMol25 describes 20 unconnected molecules or ions with the total composition C20H80O20 in a non-equilibrium geometry. The level of theory is ωB97M-V/def2-TZVPD.

E_tot	-2314.45969	a.u.
gap between HOMO and LUMO	9.85	eV
E_HOMO	-9.74	eV

Geometry (Å):
C (-3.0399, -0.6778, 3.2221)
O (-3.9185, -1.0841, 4.2819)
H (-2.8444, 0.4014, 3.2129)
H (-2.0838, -1.1891, 3.2337)
H (-3.5450, -0.9790, 2.2999)
H (-3.5699, -0.7223, 5.1045)
C (3.3079, 3.0291, 1.6180)
O (2.9229, 3.7416, 0.4511)
H (4.2481, 2.5431, 1.4101)
H (3.4197, 3.7567, 2.4113)
H (2.5502, 2.2920, 1.8974)
H (2.7719, 3.0560, -0.2151)
C (-3.1257, 3.4795, -3.7158)
O (-2.9989, 2.1643, -4.2119)
H (-3.7009, 4.0283, -4.4516)
H (-3.5484, 3.5915, -2.7025)
H (-2.1094, 3.8547, -3.6393)
H (-3.8764, 1.7603, -4.1607)
C (0.1476, -2.7851, 5.1034)
O (-0.2943, -1.4636, 5.3521)
H (-0.4583, -3.4341, 5.7330)
H (0.0975, -3.0539, 4.0513)
H (1.2117, -2.9453, 5.3487)
H (0.3747, -0.8643, 4.9683)
C (0.5726, 3.7923, -2.3066)
O (0.1865, 5.0618, -2.8469)
H (1.5990, 3.5140, -2.5698)
H (0.5120, 3.8862, -1.2299)
H (-0.0229, 2.9600, -2.6732)
H (0.2743, 5.0177, -3.8019)
C (-5.0697, 4.3756, 2.5694)
O (-5.2440, 3.0906, 2.0555)
H (-4.6989, 4.3856, 3.5974)
H (-4.4625, 5.0347, 1.9415)
H (-6.0435, 4.8726, 2.5252)
H (-4.3594, 2.6778, 1.9038)
C (2.4549, -4.5970, 2.7909)
O (3.3240, -5.4966, 2.1191)
H (2.0896, -5.1348, 3.6674)
H (2.9668, -3.7118, 3.1537)
H (1.5858, -4.2943, 2.1909)
H (3.6766, -5.0516, 1.3307)
C (2.3360, -3.6269, -4.9087)
O (2.7414, -3.4309, -6.2650)
H (1.7725, -2.7542, -4.5471)
H (1.7230, -4.5385, -4.8363)
H (3.1660, -3.8121, -4.2306)
H (3.1174, -4.2646, -6.5631)
C (-1.1013, -4.7331, -3.3728)
O (0.0867, -4.6905, -2.5511)
H (-0.8795, -4.0242, -4.1487)
H (-1.1720, -5.6861, -3.8947)
H (-1.9288, -4.5244, -2.6892)
H (0.2194, -5.5753, -2.1673)
C (2.9481, -3.5744, -0.9070)
O (4.1757, -3.6489, -0.2255)
H (2.5273, -2.5707, -0.8703)
H (3.0464, -3.9228, -1.9494)
H (2.2582, -4.3244, -0.5293)
H (4.7538, -2.9846, -0.5922)
C (1.7652, 1.0089, -4.7765)
O (1.5654, 0.5681, -3.4300)
H (1.4686, 2.0506, -4.9024)
H (2.8137, 1.0457, -5.0235)
H (1.2857, 0.3820, -5.5331)
H (0.6023, 0.5636, -3.2538)
C (-1.5437, 2.8356, 2.6852)
O (-2.4189, 2.3981, 1.6297)
H (-2.0826, 3.6539, 3.1907)
H (-1.2331, 2.0380, 3.3646)
H (-0.6962, 3.3716, 2.2710)
H (-1.8836, 1.8364, 1.0164)
C (4.1399, -0.6948, 1.8245)
O (4.0120, -0.6737, 3.2582)
H (4.4624, -1.6730, 1.4966)
H (3.1723, -0.5199, 1.3747)
H (4.7991, 0.0737, 1.4034)
H (4.8782, -0.7951, 3.6587)
C (-1.4135, -0.8334, -3.5194)
O (-1.1413, 0.4774, -3.0038)
H (-2.4120, -1.1161, -3.1380)
H (-1.3483, -0.9822, -4.5954)
H (-0.6952, -1.4382, -2.9887)
H (-1.7399, 1.1118, -3.4293)
C (0.0612, -0.1135, 0.2314)
O (-0.9813, 0.7670, -0.1422)
H (1.0373, 0.2174, -0.1767)
H (0.0928, -0.0942, 1.3072)
H (-0.1657, -1.1515, -0.0391)
H (-1.0112, 0.7816, -1.1047)
C (4.4260, 1.6036, -1.9080)
O (3.0955, 1.7160, -1.4174)
H (4.4356, 2.1505, -2.8263)
H (5.0089, 2.1003, -1.1494)
H (4.7456, 0.5675, -1.9344)
H (2.5015, 1.3203, -2.0887)
C (-2.1412, -5.3026, 2.6499)
O (-0.9125, -5.9877, 2.5368)
H (-2.8841, -5.8101, 3.2684)
H (-2.0348, -4.2873, 3.0712)
H (-2.5543, -5.1217, 1.6702)
H (-0.5381, -6.0594, 3.4173)
C (1.7735, 1.5375, 5.0176)
O (1.6521, 0.3661, 4.2247)
H (2.6649, 1.4570, 5.6156)
H (1.8610, 2.5201, 4.4981)
H (0.9119, 1.6113, 5.6797)
H (2.4979, 0.0161, 3.8682)
C (-2.3461, 4.9539, -0.4213)
O (-2.4403, 5.9181, -1.4710)
H (-1.7996, 5.3710, 0.4126)
H (-3.3477, 4.7227, -0.0216)
H (-1.9016, 4.0162, -0.7717)
H (-1.5893, 5.9245, -1.9422)
C (-4.2611, 0.5410, -1.0105)
O (-5.6596, 0.3279, -1.0929)
H (-3.9408, 1.5479, -1.2740)
H (-3.8503, 0.4141, -0.0135)
H (-3.7656, -0.1716, -1.6786)
H (-6.0667, 0.7449, -0.3360)

These are the Löwdin partial charges, in e, on atoms 1 to 8: -0.145 -0.119 0.059 0.055 0.077 0.072 -0.154 -0.138

(2)
This record from OMol25 describes a molecular structure, C21H12Cl3N3O7SiSnTe. The level of theory is ωB97M-V/def2-TZVPD.

E_tot	-3651.01526	a.u.
total charge	-2
gap between HOMO and LUMO	5.67	eV
E_HOMO	-1.71	eV

Geometry (Å):
Sn (-0.4732, -0.3808, 0.1413)
C (7.0532, 0.5866, -1.9732)
O (6.6223, -0.1983, -0.8859)
C (6.2073, -1.4616, -1.1432)
C (5.4529, -2.0654, -0.1352)
C (4.9800, -3.3488, -0.2972)
C (5.2546, -4.0551, -1.4711)
C (6.0402, -3.4688, -2.4462)
C (6.5024, -2.1637, -2.3047)
N (4.8556, -5.4223, -1.6834)
N (3.7223, -5.8290, -1.3736)
C (2.7068, -4.9470, -0.9062)
C (2.1003, -5.2817, 0.2836)
C (1.2113, -4.4332, 0.9454)
C (0.8671, -3.1944, 0.3998)
O (0.1025, -2.3424, 0.9801)
C (1.3684, -2.9171, -0.9335)
N (0.8911, -1.7917, -1.5092)
C (1.2804, -1.4601, -2.7148)
C (2.1592, -2.2688, -3.4582)
C (2.6479, -3.4163, -2.9017)
C (2.2812, -3.7698, -1.5843)
H (7.1593, 1.5977, -1.5895)
H (6.3114, 0.5838, -2.7773)
H (8.0165, 0.2409, -2.3663)
H (5.2143, -1.4885, 0.7488)
H (4.3695, -3.7915, 0.4794)
H (6.2823, -4.0395, -3.3355)
H (7.0970, -1.7195, -3.0906)
H (2.3904, -6.2216, 0.7416)
H (0.8017, -4.6985, 1.9108)
H (0.8845, -0.5281, -3.1047)
H (2.4368, -1.9684, -4.4601)
H (3.3074, -4.0622, -3.4646)
O (3.7465, 4.5933, -0.5015)
C (2.8850, 3.7555, -0.4523)
C (1.3910, 3.9556, -0.6976)
O (0.8643, 5.0085, -0.9888)
C (0.7957, 2.6387, -0.5281)
C (1.7343, 1.6743, -0.1845)
O (1.5108, 0.4295, 0.0402)
C (3.0866, 2.2704, -0.1604)
O (4.1456, 1.7179, 0.0128)
O (-0.4986, 2.3744, -0.6269)
Cl (1.6619, -1.0857, 4.1624)
Si (0.2261, 0.1694, 3.1339)
Cl (-1.2066, 0.3808, 4.7522)
Cl (1.2393, 2.0804, 3.2610)
Te (-1.1578, 1.6009, -2.4586)

These are the natural (NBO) partial charges, in e, on atoms 1 to 8: 1.217 -0.249 -0.477 0.312 -0.252 -0.151 0.000 -0.191

(3)
This record from OMol25 describes a molecular structure, C21H12ClIN2OS3Zn in a non-equilibrium geometry. The level of theory is ωB97M-V/def2-TZVPD.

E_tot	-4724.06003	a.u.
total charge	-2
gap between HOMO and LUMO	4.87	eV
E_HOMO	-0.88	eV

Geometry (Å):
Zn (0.0586, 0.1763, -0.0154)
S (-2.5548, 3.8524, 0.2867)
C (-1.5655, 2.5222, 0.1913)
S (-1.6160, 1.5056, -1.2049)
S (-0.4939, 2.1121, 1.4542)
Cl (6.0606, -1.4756, -3.7684)
C (4.7789, -0.7292, -2.8416)
C (4.8970, 0.6005, -2.5095)
C (3.9111, 1.2031, -1.7558)
I (4.1009, 3.2185, -1.1700)
C (2.7467, 0.5507, -1.3130)
O (1.8787, 1.1126, -0.5996)
C (2.6201, -0.8267, -1.7457)
N (1.4743, -1.4355, -1.4248)
C (1.3085, -2.6946, -1.7547)
C (2.2937, -3.4513, -2.3980)
C (3.4702, -2.8502, -2.7619)
C (3.6584, -1.4844, -2.4661)
H (5.7599, 1.1628, -2.8322)
H (0.3559, -3.1361, -1.5038)
H (2.1101, -4.4960, -2.6058)
H (4.2514, -3.4011, -3.2675)
N (-2.7619, -1.7168, 2.2265)
C (-1.9079, -1.8327, 1.3195)
H (-3.6813, -2.0949, 1.9849)
C (2.5405, -3.9185, 2.5800)
C (2.6053, -2.5340, 2.5549)
C (1.5886, -1.8051, 1.9635)
C (0.4946, -2.4394, 1.3872)
C (-0.6017, -1.6481, 0.8180)
C (-1.6687, -2.4411, -0.0288)
C (-1.5200, -3.8804, -0.0871)
C (-0.5881, -4.5345, 0.6316)
C (0.4509, -3.8491, 1.3656)
C (1.4813, -4.5665, 1.9726)
H (3.3215, -4.4935, 3.0617)
H (3.4538, -2.0213, 2.9887)
H (1.6209, -0.7228, 1.9606)
H (-2.1065, -1.9455, -0.8906)
H (-2.1779, -4.4316, -0.7549)
H (-0.5198, -5.6173, 0.5852)
H (1.4386, -5.6517, 1.9723)

These are the natural (NBO) partial charges, in e, on atoms 1 to 8: 1.495 -0.319 -0.516 -0.455 -0.388 -0.075 -0.105 -0.225

(4)
This record from OMol25 describes a molecular structure, C21H12F7NO6S4V in a non-equilibrium geometry. The level of theory is ωB97M-V/def2-TZVPD.

E_tot	-4549.64957	a.u.
total charge	-1
gap between HOMO and LUMO (spin up / spin down)	5.99 / 5.99	eV
E_HOMO (spin up / spin down)	-5.65 / -5.65	eV

Geometry (Å):
V (-0.9444, 0.3096, -0.9680)
O (6.1577, -0.2829, -0.5271)
C (5.3928, -1.0480, -1.1462)
O (5.3528, -2.2911, -1.1929)
C (4.2112, -0.3429, -1.8348)
C (4.2103, 1.0222, -2.0777)
C (3.0947, 1.6281, -2.6422)
N (1.9674, 0.9799, -2.9189)
C (1.9833, -0.3355, -2.6906)
C (3.0655, -1.0467, -2.1981)
C (0.6990, -1.0676, -2.8650)
O (0.5202, -2.1857, -3.2207)
O (-0.4204, -0.2806, -2.5174)
H (5.0838, 1.5930, -1.7895)
H (3.0902, 2.6932, -2.8496)
H (3.0355, -2.1175, -2.0494)
O (-4.0734, 6.5275, -1.3983)
C (-3.5205, 5.4646, -1.3563)
S (-4.3837, 3.9070, -1.3649)
C (-2.9463, 2.9195, -1.2962)
C (-1.7619, 3.5297, -1.2505)
S (-0.3106, 2.6057, -1.1412)
S (-1.7535, 5.2748, -1.2802)
S (-3.0450, 1.1821, -1.2656)
F (-3.7240, -2.6754, 4.5123)
C (-3.3907, -2.3344, 3.2478)
C (-2.4057, -3.0484, 2.6018)
C (-2.0723, -2.6790, 1.3074)
C (-2.7133, -1.6210, 0.6647)
C (-2.3211, -1.2896, -0.7305)
C (-3.7128, -0.9319, 1.3532)
C (-4.0543, -1.2817, 2.6486)
H (-1.9075, -3.8645, 3.1066)
H (-1.2977, -3.2269, 0.7852)
H (-3.1570, -1.1840, -1.4138)
H (-1.6036, -2.0097, -1.1370)
H (-4.2227, -0.1080, 0.8744)
H (-4.8222, -0.7516, 3.1951)
C (2.0267, 0.8783, 0.9420)
C (0.8883, -0.0232, 1.3920)
O (-0.2601, 0.2155, 0.6272)
C (1.2935, -1.5237, 1.2229)
F (0.9230, -1.9434, -0.0042)
F (2.6035, -1.6922, 1.3355)
F (0.7008, -2.3366, 2.1057)
C (0.4894, 0.2913, 2.8454)
F (0.1727, 1.5866, 2.9588)
F (1.5193, 0.0415, 3.6694)
F (-0.5620, -0.4133, 3.2646)
H (2.2835, 0.6558, -0.0942)
H (2.9144, 0.7157, 1.5488)
H (1.7073, 1.9154, 1.0120)

These are the natural (NBO) partial charges, in e, on atoms 1 to 8: 1.113 -0.745 0.726 -0.739 -0.070 -0.219 0.017 -0.419